The following is a quantum chemistry calculation of one molecule with the formula C3H5OPS in a non-equilibrium geometry, from the OMol25 dataset.

## Properties
**Total charge**: 0
**LUMO level**: 0.606 eV
**SMILES string**: O=C=CCSP
**Kohn-Sham gap**: 9.44 eV

CARTESIAN COORDINATES (ANGSTROEM)
1 O 2.12312 -3.00784 -0.78033
2 C 1.39459 -2.53383 -0.00194
3 C 0.71408 -1.81374 0.84156
4 C 0.70537 -0.31577 0.92396
5 S -0.94889 0.30052 0.32097
6 P -0.69408 1.18579 -1.55791
7 H 0.33208 -2.25996 1.70731
8 H 0.61026 -0.19707 2.00879
9 H 1.69552 0.24274 0.54863
10 H -1.52646 2.28690 -1.47551
11 H -1.67296 0.30561 -2.28092



The following is a quantum chemistry calculation of an isolated ion of composition C3H5OS and charge -1 in a non-equilibrium geometry, from the OMol25 dataset.

## Properties
**Total charge**: -1
**LUMO level**: 3.924 eV
**SMILES string**: O=CCC[S-]
**Kohn-Sham gap**: 6.43 eV

CARTESIAN COORDINATES (ANGSTROEM)
1 O 2.02803 -1.60932 -0.22254
2 C 1.19063 -0.83274 -0.46805
3 C 0.46639 0.27760 0.22668
4 C -1.05846 0.40927 0.22973
5 S -1.93344 -0.16182 1.77995
6 H 0.71987 -0.95682 -1.61083
7 H 0.67120 1.23710 -0.38842
8 H 0.81965 0.36252 1.24318
9 H -1.43232 -0.16252 -0.71015
10 H -1.47155 1.43674 -0.07954



The following is a quantum chemistry calculation of a 2-piece molecular cluster, C3H5OS overall in a non-equilibrium geometry, from the OMol25 dataset.

## Properties
**Total charge**: -1
**LUMO level**: 3.682 eV
**Kohn-Sham gap**: 5.35 eV

CARTESIAN COORDINATES (ANGSTROEM)
1 C -1.56565 -2.10539 -1.06024
2 C -0.64345 0.69209 0.33345
3 C 0.20687 -0.33604 -0.30190
4 O -2.01667 -1.69683 -2.04457
5 S -1.55109 -3.34118 -0.09626
6 H -1.14200 0.18516 1.18099
7 H 0.11441 1.49251 0.88262
8 H -1.43868 1.14771 -0.34043
9 H 0.82560 -0.77842 0.37945
10 H 0.78648 -0.12681 -1.24478



The following is a quantum chemistry calculation of an isolated ion of composition C3H5OS and charge -1 in a non-equilibrium geometry, from the OMol25 dataset.

## Properties
**Total charge**: -1
**LUMO level**: 4.208 eV
**SMILES string**: O=CCC[S-]
**Kohn-Sham gap**: 6.83 eV

CARTESIAN COORDINATES (ANGSTROEM)
1 O -0.68587 -0.12934 2.22200
2 C -0.06169 0.33760 1.26649
3 C -0.62493 0.50611 -0.05589
4 C 0.32190 -0.61735 -0.91132
5 S 2.11900 -0.49136 -0.68020
6 H 1.01034 0.61003 1.37354
7 H -1.65117 0.35870 -0.33810
8 H -0.29773 1.50413 -0.37452
9 H -0.32842 -1.40744 -0.58915
10 H 0.19857 -0.67108 -1.91285



The following is a quantum chemistry calculation of a 2-piece molecular cluster, C3H5P overall in a non-equilibrium geometry, from the OMol25 dataset.

## Properties
**Total charge**: 0
**LUMO level**: 0.589 eV
**Kohn-Sham gap**: 9.85 eV

CARTESIAN COORDINATES (ANGSTROEM)
1 C -1.87807 0.63158 0.17083
2 C -1.01627 -0.16742 0.07159
3 C 0.22247 -0.79463 -0.17303
4 P 1.77836 0.28178 0.08032
5 H -2.74932 1.08101 0.37625
6 H 0.46538 -1.65551 1.17260
7 H 0.18701 -1.55706 -0.93446
8 H 1.00036 1.58895 0.52828
9 H 1.99008 0.59128 -1.29238



The following is a quantum chemistry calculation of C3H5P3 as an isolated structure in a non-equilibrium geometry, from the OMol25 dataset.

## Properties
**Total charge**: 0
**LUMO level**: -0.250 eV
**Kohn-Sham gap**: 8.43 eV

CARTESIAN COORDINATES (ANGSTROEM)
1 C -2.28599 1.04246 -0.29286
2 C 0.39888 0.15799 0.18515
3 C 1.86093 -0.13815 0.21955
4 P -2.55383 -0.64231 -0.16555
5 P -0.12037 1.77752 0.08604
6 P -0.57803 -1.37604 0.35441
7 H -3.09266 1.77408 -0.05222
8 H 2.20037 -0.86384 1.00185
9 H 2.43787 0.82049 0.15082
10 H 1.87910 -0.50673 -0.71735
11 H -0.14628 -2.04547 -0.76984



Calculated HOMO energy in order - -8.8, -2.5, -1.7, -2.6, -9.3, -8.7 eV
Calculated E_tot in order - -932.0204, -590.7224, -590.6780, -590.7231, -458.4758, -1141.2407 a.u.
Calculated relative energy (zero: lowest compared OMol25 entry of this formula, charge and spin) in order - 97.64, 131.13, 247.66, 129.26, 277.51, 193.87 kJ/mol